No. 1
{
  "formula": "C6H18KO7P",
  "method": "wB97M-V/def2-TZVPD",
  "total_charge": -2,
  "total_energy_ha": -1707.46388,
  "e_lumo_ev": 3.7,
  "elements": ["K", "P", "O", "O", "O", "O", "C", "C", "O", "H", "H", "H", "H", "H", "H", "C", "C", "O", "H", "H", "H", "H", "H", "H", "C", "C", "O", "H", "H", "H", "H", "H", "H"],
  "coordinates": [[-18.4851, -5.2820, 12.0299], [-16.4078, -5.6001, 14.2270], [-15.5537, -5.4546, 12.9424], [-17.3392, -6.8938, 14.0832], [-17.4488, -4.4029, 14.2805], [-15.5531, -5.6733, 15.4956], [-21.0851, -7.6963, 16.1678], [-20.1138, -8.0412, 15.0453], [-19.8524, -6.8632, 14.3279], [-20.6957, -6.8302, 16.7022], [-21.2054, -8.5348, 16.8646], [-22.0608, -7.4493, 15.7408], [-20.6286, -8.7555, 14.3790], [-19.1680, -8.3962, 15.4624], [-18.8411, -6.9185, 14.0745], [-21.4448, -1.8929, 14.5862], [-20.4685, -2.9890, 14.9721], [-19.7676, -3.4477, 13.8648], [-22.2186, -2.2721, 13.9034], [-20.9534, -1.0803, 14.0444], [-21.9575, -1.4740, 15.4588], [-20.9813, -3.8141, 15.4994], [-19.7776, -2.6040, 15.7440], [-18.8732, -3.8343, 14.2251], [-20.8052, -7.5280, 8.6386], [-21.0181, -6.0579, 8.9964], [-19.8394, -5.4582, 9.5588], [-21.7886, -7.9662, 8.4277], [-20.3831, -8.0722, 9.4798], [-20.2088, -7.6634, 7.7357], [-21.7827, -6.0122, 9.7746], [-21.3840, -5.4919, 8.1362], [-19.4181, -4.8994, 8.9030]],
  "forces_ev_per_angstrom": [[0.5681, -0.0904, 0.8747], [0.2095, -0.2660, 0.7101], [-0.5927, 0.0513, -0.4215], [-0.4117, -0.1077, -0.6467], [-0.4217, 0.4776, -0.1781], [-0.3350, 0.0155, -0.2654], [0.0491, -0.2181, 0.0489], [-0.3591, 1.1228, -0.1475], [-0.3692, -0.4908, -0.6022], [-0.0461, 0.0049, 0.0607], [-0.0608, 0.0239, 0.0155], [-0.0237, 0.0996, 0.0951], [0.4035, -0.4847, 0.1635], [-0.0362, -0.4347, -0.1514], [0.8815, 0.5779, 0.7739], [-0.4814, -0.0126, -0.3024], [0.2441, -0.0531, 0.5580], [-0.0205, 0.1731, 0.1927], [0.1000, -0.0808, 0.1225], [0.1957, -0.0416, 0.1512], [0.0544, -0.0236, 0.0280], [-0.2398, 0.0529, -0.2466], [0.0230, 0.1229, -0.2407], [0.6653, -0.4355, -0.5378], [-0.5322, 0.2479, -0.2026], [0.2760, -0.3287, 0.4308], [-0.3887, -0.1260, -0.3492], [0.0699, -0.0038, 0.0273], [0.1812, 0.0425, -0.0251], [0.2375, 0.0356, 0.1515], [0.0281, 0.1255, -0.0145], [0.0767, 0.0492, -0.0069], [0.0549, -0.0252, -0.0660]]
}

=====

No. 2
{
  "formula": "CH3N3S",
  "method": "wB97M-V/def2-TZVPD",
  "total_energy_ha": -602.23411,
  "relative_energy_ev": 1.654,
  "e_lumo_ev": -0.2,
  "elements": ["C", "N", "N", "N", "S", "H", "H", "H"],
  "coordinates": [[-1.0572, 1.6182, 0.5757], [1.0909, -0.0051, -0.2539], [1.1025, -1.1279, -0.3534], [1.0019, -2.3181, -0.4536], [-2.1536, 0.5005, 0.9773], [-1.0815, 2.1716, -0.5131], [-0.2876, 2.0708, 1.2031], [1.3846, -2.9100, -1.1821]],
  "forces_ev_per_angstrom": [[-0.8654, 1.3902, -2.6521], [0.3080, -0.5499, 0.3380], [0.3545, 1.3660, -1.4604], [-0.8048, -1.8453, 1.2334], [0.7971, 0.6740, -0.0818], [0.0362, -1.5515, 2.5873], [-0.1434, -0.4727, 0.2092], [0.3179, 0.9892, -0.1736]]
}

=====

No. 3
{
  "formula": "C3HO2Pr",
  "method": "wB97M-V/def2-TZVPD",
  "total_charge": 2,
  "total_energy_ha": -781.47818,
  "e_lumo_ev": [-12.9, -11.1],
  "s2": 2.266,
  "multiplicity": 3,
  "elements": ["H", "C", "C", "O", "Pr", "O", "C"],
  "coordinates": [[-0.1853, -1.8626, -0.1695], [-0.2937, -0.8079, 0.0921], [0.5920, 0.1807, -0.0947], [-1.5665, -0.2743, 0.1173], [3.1807, 0.3490, 0.1051], [-0.2235, 1.3521, -0.0910], [-1.5037, 1.0630, 0.0409]],
  "forces_ev_per_angstrom": [[-0.2815, 0.1902, 0.8661], [-1.2253, -1.0017, -1.4491], [2.5343, 1.2547, 0.6197], [0.7137, -0.7725, 0.2383], [-2.9331, -0.0028, -0.2948], [1.1770, 0.6201, 0.0060], [0.0150, -0.2879, 0.0137]]
}

=====

No. 4
{
  "formula": "C10H18N2O3S",
  "method": "wB97M-V/def2-TZVPD",
  "smiles": "C=CCNC(=O)C1CCN(S(C)(=O)=O)CC1",
  "total_energy_ha": -1125.25391,
  "relative_energy_ev": 1.432,
  "e_lumo_ev": 0.6,
  "elements": ["C", "C", "C", "N", "C", "O", "C", "C", "C", "N", "S", "C", "O", "O", "C", "C", "H", "H", "H", "H", "H", "H", "H", "H", "H", "H", "H", "H", "H", "H", "H", "H", "H", "H"],
  "coordinates": [[-3.8646, 0.2140, -0.6578], [-3.9258, 1.5241, -0.8014], [-2.8952, 2.5061, -0.3262], [-1.8842, 1.9280, 0.5259], [-0.5948, 1.7996, 0.1395], [-0.1806, 2.2584, -0.9030], [0.2869, 1.0793, 1.1651], [-0.1739, -0.3665, 1.3994], [0.0720, -1.2018, 0.1453], [1.4859, -1.1786, -0.1454], [2.1049, -2.4260, -1.0654], [3.5450, -2.8803, -0.0663], [2.5720, -1.9600, -2.3382], [1.1768, -3.5185, -1.0290], [1.9599, 0.1472, -0.4805], [1.7524, 1.0768, 0.7149], [-4.6382, -0.4320, -1.0338], [-3.0344, -0.2748, -0.1753], [-4.7650, 1.9829, -1.3064], [-2.3677, 2.9259, -1.1901], [-3.3933, 3.3294, 0.2010], [-2.1953, 1.5246, 1.3945], [0.2039, 1.6390, 2.1051], [-1.2300, -0.4120, 1.6703], [0.4048, -0.7903, 2.2224], [-0.2106, -2.2441, 0.2939], [-0.5087, -0.7948, -0.6963], [4.0556, -3.6918, -0.5683], [4.1905, -2.0169, 0.0146], [3.1809, -3.1945, 0.9017], [3.0174, 0.0701, -0.7329], [1.4282, 0.5460, -1.3520], [2.3777, 0.7450, 1.5457], [2.0473, 2.0863, 0.4289]],
  "forces_ev_per_angstrom": [[-0.0620, -0.1270, -0.0195], [0.1035, 0.2076, 0.0532], [0.0502, 0.1207, -0.0879], [-0.5203, 0.0101, 0.0684], [0.0980, -0.0495, 0.6048], [0.2073, 0.0859, -0.3765], [0.2496, 0.0223, 0.0078], [0.0184, 0.0273, -0.2105], [-0.5529, -0.3339, 0.2955], [0.3237, -0.7544, -0.4544], [0.6081, -0.2037, 0.5492], [-0.7414, 0.2016, -0.5368], [0.0793, 0.2491, 0.0922], [-0.1372, 0.0081, 0.2372], [0.4312, 0.5529, -0.1186], [-0.1828, 0.0001, -0.2018], [-0.1834, -0.0713, -0.1057], [0.2005, -0.0214, 0.1276], [-0.1567, -0.0288, -0.0854], [-0.1164, 0.0468, 0.1597], [0.0669, -0.0451, -0.1233], [0.1566, -0.0258, -0.0299], [-0.0227, -0.0338, -0.0907], [-0.0081, -0.0409, 0.0252], [-0.0445, -0.0266, 0.0324], [-0.1895, 0.1576, 0.0200], [-0.0056, -0.0672, 0.0181], [0.0461, -0.1113, -0.1657], [0.1346, 0.1787, 0.0297], [-0.0581, -0.0318, 0.1698], [0.0148, 0.1893, -0.0055], [0.1205, -0.0764, 0.0655], [0.0230, 0.0117, 0.0276], [0.0494, -0.0212, 0.0281]]
}

=====

No. 5
{
  "formula": "C6H9N",
  "method": "wB97M-V/def2-TZVPD",
  "smiles": "C[C@H]1C[C@H]1C1=NC1",
  "total_energy_ha": -288.68340,
  "relative_energy_ev": 2.684,
  "e_lumo_ev": 1.1,
  "elements": ["C", "C", "C", "C", "C", "N", "C", "H", "H", "H", "H", "H", "H", "H", "H", "H"],
  "coordinates": [[1.3219, -0.8932, 0.7672], [1.2624, 0.0934, -0.3768], [0.3295, -0.0867, -1.5250], [0.0962, 1.0498, -0.5490], [-1.0781, 0.8988, 0.2962], [-1.9815, 1.5127, 0.9165], [-2.0673, -0.0060, 0.8354], [0.3432, -1.3398, 0.9636], [2.0205, -1.7038, 0.5348], [1.6608, -0.4058, 1.6881], [2.2199, 0.5461, -0.6265], [0.6482, 0.1658, -2.5307], [-0.3826, -0.9069, -1.4628], [0.3204, 2.0650, -0.8651], [-2.8402, -0.4198, 0.1858], [-1.8733, -0.5697, 1.7483]],
  "forces_ev_per_angstrom": [[-0.0329, -0.0394, 0.0224], [0.1251, -0.0218, 0.0150], [-0.0024, -0.1174, -0.1667], [-0.1026, 0.1816, 0.0708], [-0.2455, 0.1584, 0.1465], [0.4302, -0.0476, -0.2913], [-0.1557, -0.3524, 0.0798], [0.1545, 0.0625, -0.0548], [-0.0786, 0.1166, 0.0266], [-0.0459, -0.0674, -0.1338], [-0.1585, -0.0433, 0.0366], [-0.0004, -0.0143, 0.1639], [0.1390, 0.1312, -0.0126], [-0.0431, -0.1615, 0.0627], [0.0589, 0.0828, 0.1402], [-0.0422, 0.1320, -0.1053]]
}

=====

No. 6
{
  "formula": "C4H13N2O",
  "method": "wB97M-V/def2-TZVPD",
  "total_energy_ha": -344.85110,
  "relative_energy_ev": 0.813,
  "e_lumo_ev": [1.0, -2.0],
  "s2": 0.754,
  "multiplicity": 2,
  "elements": ["C", "O", "C", "C", "H", "H", "H", "H", "H", "H", "H", "N", "C", "N", "H", "H", "H", "H", "H", "H"],
  "coordinates": [[1.3623, 0.4655, 0.3880], [0.7753, -0.1678, -0.6589], [1.1097, 1.9898, 0.4133], [1.7106, 2.6938, -0.7917], [2.4587, 0.3046, 0.3576], [1.0503, 0.0253, 1.3506], [1.4911, 2.3845, 1.3521], [0.0230, 2.1275, 0.4317], [1.6007, 3.7825, -0.7658], [1.1896, 2.3784, -1.6998], [2.7834, 2.4946, -0.8804], [-2.4184, -2.9517, 0.7914], [-1.3859, -1.9956, 0.4085], [-1.4614, -1.5265, -0.9815], [-3.2529, -2.7204, 0.2567], [-2.2013, -3.8791, 0.4374], [-1.4755, -1.1596, 1.1304], [-0.3880, -2.3884, 0.5967], [-0.6553, -0.8732, -1.0654], [-2.3160, -0.9843, -1.0709]],
  "forces_ev_per_angstrom": [[-0.0493, 1.3869, 0.3745], [0.9654, 0.0565, 0.0576], [-0.2580, -0.4647, -0.0604], [-0.0816, 0.2759, -0.2176], [-0.1377, -0.3531, -0.1998], [-0.0342, -0.2867, -0.1444], [0.1443, 0.0904, 0.1199], [0.0814, 0.0860, 0.0172], [-0.0610, -0.1280, 0.2611], [0.2764, -0.1646, 0.0071], [-0.1277, -0.1072, -0.0914], [-0.0110, -0.2793, -0.6084], [-0.2408, 0.5071, 0.5950], [0.5113, 0.1676, 0.5780], [-0.1157, 0.1646, 0.3081], [0.2775, 0.0495, 0.0539], [-0.0865, -0.0629, -0.2406], [-0.0423, -0.3560, -0.1698], [-1.0844, -0.6683, -0.5092], [0.0738, 0.0862, -0.1306]]
}

=====

No. 7
{
  "formula": "C2H4N2OS2",
  "method": "wB97M-V/def2-TZVPD",
  "smiles": "O/N=C\\S/C=N\\S",
  "total_energy_ha": -1059.63338,
  "relative_energy_ev": 2.990,
  "e_lumo_ev": 0.6,
  "elements": ["O", "N", "C", "S", "C", "N", "S", "H", "H", "H", "H"],
  "coordinates": [[-0.9718, -1.4630, -1.8303], [-2.1742, -0.7230, -1.6754], [-2.0172, 0.2942, -0.9015], [-0.5458, 0.9369, -0.0913], [0.1357, -0.5428, 0.7028], [1.2516, -0.6793, 1.2812], [2.2288, 0.6655, 1.2849], [-1.2425, -2.1764, -2.4496], [-2.9478, 0.8145, -0.6890], [-0.5144, -1.4061, 0.6546], [3.2972, 0.1419, 1.9815]],
  "forces_ev_per_angstrom": [[-1.0502, -0.0402, -0.5890], [1.2971, 0.4454, 0.9712], [-0.0518, -1.0764, -0.2556], [-0.0335, -0.6408, 0.0226], [-0.5751, -0.3714, -0.3642], [-0.5592, 0.0350, -0.2043], [1.4710, 0.5773, 0.5041], [0.2294, 0.6943, 0.5509], [0.2502, 0.2019, -0.1663], [-0.1237, 0.0027, -0.0053], [-0.8541, 0.1722, -0.4642]]
}

=====

No. 8
{
  "formula": "C4H12N2O",
  "method": "wB97M-V/def2-TZVPD",
  "total_energy_ha": -344.21930,
  "relative_energy_ev": 4.510,
  "e_lumo_ev": 0.9,
  "elements": ["C", "C", "C", "C", "N", "N", "O", "H", "H", "H", "H", "H", "H", "H", "H", "H", "H", "H", "H"],
  "coordinates": [[-0.6767, -0.6135, 0.6569], [0.2348, 0.2451, -0.0422], [-1.8054, 0.8422, 1.1628], [-0.1411, 0.8949, -1.3486], [1.4130, -1.0677, -0.4838], [2.7478, -0.8126, -0.1032], [-1.4465, -1.5139, -0.0181], [-1.1772, -1.5607, -0.9456], [1.2072, -2.0003, -0.1262], [-0.2997, -1.0243, 1.5959], [0.8138, 0.8869, 0.6243], [2.8438, -0.5920, 0.8920], [3.0979, -0.0280, -0.6417], [-2.4819, 1.0080, 0.3297], [-2.3365, 0.3942, 1.9980], [-1.3147, 1.7558, 1.4857], [-0.8656, 0.2980, -1.9034], [-0.5670, 1.8809, -1.1734], [0.7539, 1.0069, -1.9592]],
  "forces_ev_per_angstrom": [[-3.5679, 4.2843, 2.3670], [4.0228, -3.6125, -1.6444], [0.7602, -2.9953, 0.0712], [0.0514, -0.0976, 0.2338], [-0.6792, 2.2321, -0.4126], [0.1012, 0.1274, 0.1644], [0.0078, -0.6100, -0.5785], [-0.0067, 0.0620, 0.1226], [-0.5189, 0.5378, 0.2972], [-0.0462, 0.1161, -0.1952], [-0.0969, -0.2054, -0.0505], [-0.0563, 0.0978, -0.2210], [0.0277, -0.1376, 0.0474], [0.0558, -0.0326, -0.0722], [-0.3002, 0.2416, 0.0593], [0.3475, -0.1107, -0.1213], [0.0348, 0.0491, -0.0489], [-0.0958, 0.0568, -0.0105], [-0.0411, -0.0036, -0.0077]]
}